1.
Below is a cluster of 14 separate species, C29H91N23O14 in total, with properties calculated with ωB97M-V/def2-TZVPD.

- HOMO-LUMO gap: 8.8 eV
- Charge: 0

Element x y z (Å)
C  -0.68864  -0.79116  -2.05225
C  0.66625  -0.24806  -2.25618
C  1.58076  -0.14514  -1.05338
O  1.24059  1.09222  -0.38951
C  1.62329  1.15473  1.05598
N  1.24624  -1.12556  -3.29165
H  -0.54890  -1.79125  -1.64188
H  -1.31334  -0.66433  -2.93643
H  -1.10126  -0.24401  -1.20463
H  0.59606  0.68161  -2.82089
H  2.64245  -0.16961  -1.29892
H  1.42073  -1.06930  -0.49803
H  1.09890  0.49626  1.74846
H  1.62276  2.20578  1.34476
H  2.64937  0.78697  1.05763
H  2.16862  -0.84185  -3.58969
H  1.34910  -2.05148  -2.90152
C  -0.20194  4.79952  2.95947
C  -1.36586  5.77463  3.21867
C  -1.30203  6.70660  4.47614
O  -2.41242  7.54167  4.77269
C  -3.64136  6.89434  4.54550
N  -1.46399  6.67977  2.13584
H  0.75280  5.31910  3.04076
H  -0.41318  4.20588  2.07004
H  -0.36394  4.12348  3.79900
H  -2.26839  5.16670  3.28146
H  -0.34361  7.22545  4.49354
H  -1.29303  6.05413  5.34925
H  -3.72699  6.00367  5.16798
H  -3.87953  6.76561  3.48966
H  -4.37859  7.61414  4.90111
H  -2.19843  7.32051  2.40073
H  -1.62387  6.31441  1.20791
C  -3.64223  -4.35526  -8.14806
C  -2.97960  -3.34181  -7.19663
C  -2.40322  -4.07156  -5.97077
O  -1.68594  -3.25379  -5.11801
C  -0.85620  -4.07229  -4.26117
N  -1.94135  -2.68346  -7.87581
H  -3.95694  -3.90135  -9.08776
H  -4.47742  -4.95332  -7.78351
H  -2.99709  -5.12236  -8.57638
H  -3.62022  -2.60089  -6.71835
H  -1.83161  -4.91918  -6.34881
H  -3.21133  -4.55487  -5.42170
H  -0.13329  -4.70144  -4.78046
H  -1.49234  -4.68280  -3.62029
H  -0.28301  -3.36738  -3.65896
H  -1.37022  -2.35939  -7.10842
H  -1.35706  -3.38117  -8.31389
C  3.90928  0.30011  5.50396
C  4.62431  0.20991  4.15345
C  6.08450  0.79604  4.29581
O  6.02044  2.20672  4.23832
C  7.23857  2.89974  4.18525
N  4.77557  -1.15775  3.53432
H  4.00335  1.36839  5.69899
H  4.28933  -0.35602  6.28700
H  2.84896  0.05420  5.44618
H  3.98999  0.83779  3.52775
H  6.72285  0.49864  3.46385
H  6.53073  0.30922  5.16297
H  7.83547  2.55193  3.34213
H  7.81861  2.93438  5.10744
H  7.09251  3.95301  3.94564
H  5.34077  -1.71059  4.16282
H  5.44319  -1.05309  2.78370
C  -0.34447  0.53090  5.23311
C  -1.44663  -0.22057  5.93250
C  -2.90136  0.20998  5.45318
O  -3.93563  -0.73136  5.69910
C  -5.23338  -0.23350  5.87473
N  -1.16056  -1.65309  5.62435
H  0.62671  0.29308  5.66711
H  -0.51367  1.58473  5.45422
H  -0.33387  0.41772  4.14906
H  -1.38566  -0.12576  7.01666
H  -2.84948  0.28082  4.36672
H  -2.99917  1.18907  5.92215
H  -5.68407  0.51738  5.22577
H  -5.33710  0.16060  6.88569
H  -5.89785  -1.09517  5.93872
H  -1.97128  -2.20659  5.86199
H  -1.12433  -1.55345  4.61993
C  1.48085  -2.46668  2.90641
O  0.29943  -2.56268  2.60522
N  1.98190  -2.02088  3.99371
N  2.42288  -2.54642  2.03046
H  2.98516  -1.92157  4.05459
H  1.31841  -1.78922  4.71911
H  2.20923  -2.82498  1.08344
H  3.39059  -2.35738  2.24939
C  -2.58217  -1.10749  1.20656
O  -3.58505  -0.49550  0.88551
N  -1.47118  -0.52258  1.33399
N  -2.52787  -2.32634  1.65762
H  -0.76714  -1.16919  1.66004
H  -1.25692  0.46443  1.33942
H  -1.78627  -2.88206  2.05926
H  -3.36737  -2.88501  1.71427
C  -4.57646  1.75937  -1.47893
O  -4.91392  2.62218  -2.27891
N  -4.33118  0.56747  -1.84325
N  -4.44701  1.92962  -0.20955
H  -4.59334  0.31057  -2.78420
H  -4.07894  -0.06641  -1.09850
H  -4.17627  1.18458  0.41632
H  -4.55107  2.89507  0.06828
C  2.67449  -4.39957  -2.78460
O  1.97684  -3.57911  -2.22170
N  2.73628  -5.66125  -2.44674
N  3.57081  -4.06887  -3.69079
H  3.35257  -6.26468  -2.97225
H  2.11244  -5.98405  -1.72098
H  4.08993  -4.83669  -4.09212
H  3.68811  -3.15154  -4.09683
C  -4.56350  -1.96611  -4.09763
O  -5.66453  -1.48848  -4.17421
N  -3.52483  -1.35337  -4.50383
N  -4.16170  -3.14631  -3.61662
H  -3.73438  -0.56236  -5.09584
H  -2.58926  -1.72582  -4.42576
H  -3.30238  -3.57567  -3.92858
H  -4.75023  -3.56803  -2.91242
C  -0.29081  -5.45658  -0.11059
O  -0.43734  -5.88545  -1.25842
N  0.02696  -4.26330  0.14444
N  -0.57169  -6.20504  0.91239
H  0.11946  -3.65336  -0.65526
H  -0.10639  -3.88293  1.07054
H  -1.01770  -7.04311  0.56770
H  -0.33354  -6.09760  1.88801
C  -1.24805  3.72068  -2.16910
O  -0.30709  4.56948  -2.07159
N  -1.16890  2.45316  -1.71418
N  -2.43136  3.95897  -2.48978
H  -0.30613  2.16326  -1.27637
H  -1.98032  1.87405  -1.87646
H  -3.14590  3.24713  -2.54275
H  -2.59141  4.90120  -2.81645
C  4.73900  -0.12784  -4.45487
O  4.84272  -1.17287  -3.89533
N  4.13301  -0.10360  -5.59677
N  5.27415  0.97695  -4.02009
H  4.08752  0.81065  -6.02360
H  3.69397  -0.85291  -6.11240
H  5.20343  1.74678  -4.67006
H  5.87752  1.00494  -3.21061
C  3.36833  5.10606  -2.32959
O  4.46979  5.48949  -2.60728
N  2.20671  5.85232  -2.23201
N  3.15544  3.88489  -2.01201
H  1.32101  5.38575  -2.09805
H  2.23500  6.84546  -2.41361
H  2.27115  3.54260  -1.66420
H  3.95833  3.28326  -2.12817



2.
Below is an isolated molecule of C2H7NOSi, with properties calculated with ωB97M-V/def2-TZVPD.

- HOMO-LUMO gap (spin up / spin down): 9.0 / 9.0 eV
- Charge: 0

Element x y z (Å)
C  -1.29334  -0.49229  0.22623
C  -0.93436  0.84861  -0.29135
N  0.80158  -1.34729  -0.16549
O  0.29334  1.26757  0.18555
Si  1.53695  0.18679  0.01424
H  -1.27638  -0.65734  1.28812
H  -1.88952  -1.15471  -0.37070
H  -0.92794  0.83573  -1.39133
H  -1.68416  1.58160  0.04829
H  0.85389  -2.05781  0.54959
H  2.34135  0.52989  1.17700
H  2.17860  0.45926  -1.27017



3.
Below is a structure of composition C41H43BrKN6OS2, with properties calculated with ωB97M-V/def2-TZVPD.

- Multiplicity: 2
- HOMO-LUMO gap (spin up / spin down): 4.5 / 4.8 eV
- Charge: -2

Element x y z (Å)
K  -0.35639  -0.33504  0.58345
N  1.25719  -4.88931  -1.06891
C  0.54909  -3.78010  -0.59083
S  0.86791  -3.30090  1.00840
N  -0.34612  -3.34261  -1.44116
N  -0.85215  -2.11335  -1.39274
C  -2.03486  -1.93488  -1.88472
C  -2.89589  -3.07038  -2.30426
C  -3.37426  -3.13869  -3.61381
C  -4.12567  -4.22144  -4.04214
C  -4.41960  -5.25562  -3.16355
C  -3.95486  -5.19324  -1.85649
C  -3.19439  -4.11561  -1.43232
C  -2.48408  -0.56413  -2.15546
C  -3.84558  -0.23326  -2.12080
C  -4.23117  1.06707  -2.37949
C  -3.26341  2.00815  -2.69815
C  -1.94203  1.58790  -2.72417
N  -1.55109  0.34916  -2.45554
H  2.09257  -5.05125  -0.53248
H  1.38832  -4.88726  -2.07105
H  -3.14415  -2.32827  -4.29601
H  -4.47549  -4.26503  -5.06747
H  -5.00053  -6.10655  -3.49920
H  -4.18589  -5.99548  -1.16572
H  -2.82051  -4.07292  -0.41674
H  -4.57325  -0.99300  -1.86670
H  -5.27540  1.35196  -2.32210
H  -3.51827  3.04294  -2.88394
H  -1.14788  2.28828  -2.95998
C  -4.27319  6.22798  -2.10823
C  -3.97423  6.38175  -0.60709
C  -5.28210  6.72464  0.11015
C  -3.01100  7.56428  -0.41015
C  -3.35333  5.08808  -0.08530
C  -2.06640  4.71955  -0.47739
C  -1.54320  3.52162  -0.06312
Br  0.25631  3.08822  -0.54877
C  -2.22170  2.54180  0.73187
O  -1.68538  1.41458  0.94610
C  -3.50434  2.98981  1.21042
C  -4.01228  4.20754  0.76847
C  -4.35820  2.22951  2.24681
C  -3.83393  0.84412  2.64503
C  -4.41575  3.07877  3.52873
C  -5.78450  2.02726  1.70792
H  -4.69030  7.15164  -2.52663
H  -4.98967  5.41883  -2.26528
H  -3.35850  5.98242  -2.65057
H  -5.66849  7.67748  -0.26288
H  -5.12226  6.81720  1.18650
H  -6.04430  5.96260  -0.06375
H  -3.49565  8.50400  -0.69487
H  -2.11440  7.45082  -1.01963
H  -2.70466  7.62940  0.63506
H  -1.45861  5.35837  -1.10719
H  -4.99348  4.49142  1.13179
H  -2.83372  0.89982  3.06514
H  -3.79266  0.18076  1.78276
H  -4.50498  0.40647  3.39315
H  -3.40634  3.21606  3.92070
H  -5.02027  2.58248  4.29549
H  -4.84346  4.06645  3.33997
H  -5.74705  1.44344  0.78544
H  -6.28805  2.97310  1.49573
H  -6.38902  1.48189  2.43927
N  0.61452  0.13757  3.51834
C  -0.08473  -0.91650  3.71333
C  -0.02116  -1.76156  4.87052
C  0.86703  -2.85058  4.96290
C  0.85103  -3.69098  6.06171
C  -0.04111  -3.48802  7.11009
C  -0.93318  -2.42306  7.03088
C  -0.93466  -1.58521  5.93072
H  1.55014  -3.03569  4.14254
H  1.54113  -4.52740  6.10511
H  -0.03908  -4.14611  7.97146
H  -1.63381  -2.24686  7.84099
H  -1.64253  -0.76750  5.85991
C  6.43392  0.60113  -2.28444
C  5.02410  0.44496  -1.78399
C  4.10863  -0.38574  -2.41842
C  2.82556  -0.50247  -1.90144
N  2.41765  0.14705  -0.81926
C  3.28542  0.95385  -0.21293
C  4.58782  1.13090  -0.65462
H  6.60635  -0.00610  -3.17321
H  7.14834  0.29783  -1.51684
H  6.64084  1.64401  -2.53266
H  4.39438  -0.93871  -3.30593
H  2.08760  -1.14701  -2.37010
H  2.92086  1.48098  0.66590
H  5.25775  1.79611  -0.12244
S  1.92467  2.56330  3.10048
C  1.34691  1.09112  3.43302



4.
Below is a structure of composition H31O15, with properties calculated with ωB97M-V/def2-TZVPD.

- HOMO-LUMO gap: 10.2 eV
- Charge: +1

Element x y z (Å)
O  -0.98602  -1.23219  2.51106
H  -0.57384  1.43701  -3.46906
H  -0.80997  -1.20053  1.55744
O  1.86847  0.77575  0.34804
H  3.20431  3.61230  1.36245
H  1.74464  -0.39063  -0.08038
O  -2.78278  -1.92776  -0.09468
H  1.07174  1.36205  3.37221
H  2.10433  -0.11682  -3.26189
O  -0.24742  -2.64775  -1.08146
H  -1.35828  -4.19688  2.27121
H  -3.61196  1.04312  1.00801
O  0.22080  1.76408  -3.02945
H  -0.46471  -3.14461  -0.27147
H  3.88486  2.86752  0.12881
O  -2.53998  2.58409  -0.68032
H  -3.64310  -2.27031  -0.38471
H  -2.38542  -2.72992  0.27632
O  0.83504  0.91959  2.54149
H  -2.03785  1.98656  -1.29960
H  2.80376  -3.82495  -2.18908
O  -1.11541  0.52783  -0.82891
H  1.60513  0.90134  1.42246
H  1.27612  -4.08658  -2.02148
O  -0.76563  -3.73190  1.66532
H  -0.15060  1.98579  -2.13749
H  -0.40201  4.05116  1.90567
O  -3.78477  1.71281  1.67460
H  -0.66890  0.71957  0.00794
O  3.43549  2.76560  0.97388
H  2.74016  1.24038  0.36767
H  -4.34228  2.33793  1.19703
O  1.95057  -3.40557  -2.03235
H  0.05112  -3.62568  2.16453
H  -3.34870  2.07151  -0.61561
O  -0.14103  3.33713  1.31703
H  0.12864  1.50945  2.19088
H  0.81939  3.25814  1.27906
O  2.36130  0.43068  -2.51756
H  -1.85031  -1.65368  2.37184
H  2.83635  -0.38496  -1.31501
O  2.42243  -1.20801  -0.77988
H  1.86595  -1.80646  -1.34223
H  -1.17485  -2.58810  -1.36944
H  -1.76971  -0.17576  -0.80209
H  1.72495  1.14766  -2.31083



Energy above the lowest of the compared OMol25 structures with the same formula, charge and spin / kJ/mol: 528.3, 231.4, 115.2, 317.9